(1)
{
  "formula": "C20H19Cl33FIN3OPS",
  "method": "wB97M-V/def2-TZVPD",
  "e_tot_ev": -471744.08124,
  "orbital_gap_ev": 7.10,
  "elements": ["C", "C", "C", "C", "C", "O", "F", "C", "I", "C", "P", "N", "C", "N", "S", "N", "C", "H", "H", "H", "H", "H", "H", "H", "H", "C", "Cl", "Cl", "Cl", "H", "C", "Cl", "Cl", "Cl", "H", "C", "Cl", "Cl", "Cl", "H", "C", "Cl", "Cl", "Cl", "H", "C", "Cl", "Cl", "Cl", "H", "C", "Cl", "Cl", "Cl", "H", "C", "Cl", "Cl", "Cl", "H", "C", "Cl", "Cl", "Cl", "H", "C", "Cl", "Cl", "Cl", "H", "C", "Cl", "Cl", "Cl", "H", "C", "Cl", "Cl", "Cl", "H"],
  "xyz": [[0.804204, -0.289511, -0.597466], [0.437704, -1.248293, 0.593530], [1.136758, -2.479791, 0.888697], [2.337720, -2.971917, 0.015714], [3.664606, -3.128580, 0.864720], [4.006136, -2.403185, 1.733662], [4.432899, -4.254600, 0.550484], [0.670197, -3.296162, 2.097293], [1.630390, -5.163358, 2.642733], [-0.442969, -2.836582, 2.924039], [-0.899520, -3.896203, 4.427604], [-2.331749, -3.503814, 5.025668], [-1.223604, -1.579510, 2.657974], [-2.280551, -1.041163, 3.315229], [-2.700934, 0.351834, 2.494013], [-1.522745, 0.298796, 1.312582], [-0.724836, -0.810961, 1.439079], [1.655024, -0.673757, -1.216591], [1.130532, 0.718656, -0.207017], [-0.088194, -0.174917, -1.276233], [2.073189, -4.027349, -0.295986], [2.531047, -2.344157, -0.886425], [0.165756, -3.651375, 5.366072], [-0.876222, -5.290629, 4.085852], [-2.134899, -3.185526, 5.981127], [-4.102624, 4.548988, 2.781598], [-3.564645, 2.889642, 2.469264], [-3.765970, 5.004445, 4.455103], [-3.328085, 5.675777, 1.661703], [-5.175986, 4.594725, 2.624348], [-6.423402, -0.982579, 0.272252], [-4.691934, -0.765610, 0.551980], [-7.189475, -1.767355, 1.656222], [-7.182843, 0.576575, -0.064646], [-6.551400, -1.621256, -0.596449], [7.050269, -3.909135, 2.880018], [7.559059, -5.570392, 2.553574], [7.388167, -3.473800, 4.560265], [7.848592, -2.785396, 1.773697], [5.978367, -3.841520, 2.718296], [-1.793546, -8.026975, 6.234590], [-1.938892, -6.265885, 6.171760], [-2.609087, -8.766815, 4.851839], [-0.092073, -8.511216, 6.284410], [-2.274569, -8.378291, 7.142336], [-2.389225, 1.991626, -2.723310], [-0.658733, 2.237071, -2.464946], [-3.118407, 1.192200, -1.328890], [-3.190421, 3.536539, -3.043814], [-2.519313, 1.352572, -3.592052], [10.578886, -0.304167, 1.290777], [10.456571, 1.457866, 1.223315], [9.759525, -1.038318, -0.092588], [12.271514, -0.808237, 1.350434], [10.088507, -0.646171, 2.197689], [2.092889, 5.518421, -3.077548], [1.834099, 6.802958, -1.893558], [2.723489, 4.065092, -2.290430], [0.590825, 5.156761, -3.934139], [2.826309, 5.860107, -3.801376], [1.546051, 1.148618, -5.190546], [3.183207, 0.886934, -4.579611], [1.571500, 1.465334, -6.928584], [0.518936, -0.246807, -4.826734], [1.129429, 2.019092, -4.690321], [-1.194199, -0.748167, -8.147063], [-2.656596, 0.170480, -8.527068], [-1.547469, -2.478445, -8.075894], [0.073494, -0.419327, -9.332150], [-0.837314, -0.432651, -7.171416], [-1.210744, 9.378401, 1.899937], [-2.726149, 9.894314, 1.150262], [-1.522228, 8.578331, 3.444314], [-0.312992, 8.309362, 0.815306], [-0.605676, 10.259794, 2.088076], [-6.602470, 2.912280, -4.913297], [-8.079664, 3.462029, -5.712792], [-6.977622, 2.157288, -3.360712], [-5.713488, 1.789990, -5.951432], [-5.972385, 3.776961, -4.728353]],
  "forces_ev_per_angstrom": [[0.028, -0.459, 0.379], [0.377, -0.784, 0.317], [-1.252, 1.515, 0.764], [-0.151, -1.520, 0.832], [-0.732, 0.093, -0.245], [0.177, -0.494, -0.418], [-1.014, 1.320, 0.040], [-2.215, 2.567, 0.148], [-0.249, 1.182, -0.620], [1.559, -1.471, -0.653], [-1.612, 1.321, 0.335], [1.590, -0.418, 0.217], [1.570, -0.357, -1.431], [1.170, 0.222, -1.587], [3.713, -3.244, -0.419], [0.565, -0.826, 0.097], [-1.888, 0.004, 2.005], [-0.841, 0.271, 0.602], [-0.618, -1.023, -0.346], [0.923, 0.005, 0.852], [0.374, 1.173, -0.035], [-0.134, -0.583, 0.896], [-0.124, -0.459, -0.754], [0.488, 0.917, -0.377], [-0.512, 0.140, -0.310], [0.072, 0.201, -0.156], [-0.485, 1.193, 0.161], [-0.050, -0.056, -0.094], [-0.086, -0.068, 0.037], [0.132, -0.026, 0.025], [-0.085, -0.050, -0.023], [-0.459, -0.348, -0.136], [0.084, 0.044, -0.123], [0.001, -0.045, -0.026], [0.000, 0.093, 0.100], [-0.037, -0.001, 0.029], [-0.058, 0.083, 0.001], [-0.046, -0.010, -0.072], [-0.134, -0.144, 0.094], [0.136, 0.034, 0.000], [0.064, 0.084, 0.057], [-0.309, -0.401, 0.191], [0.027, 0.029, 0.089], [-0.052, -0.018, 0.027], [0.073, 0.006, -0.122], [-0.167, -0.065, 0.132], [-0.060, 0.098, -0.021], [0.076, 0.170, -0.445], [0.048, -0.031, -0.057], [0.024, 0.098, 0.079], [0.053, 0.026, -0.022], [-0.023, -0.097, 0.038], [0.104, 0.117, -0.016], [-0.113, 0.006, 0.030], [0.043, 0.021, -0.119], [-0.075, 0.020, 0.086], [0.059, -0.039, -0.092], [-0.006, 0.022, -0.083], [0.103, 0.067, -0.075], [-0.082, -0.047, 0.101], [0.146, 0.127, -0.056], [-0.131, 0.019, 0.010], [-0.033, 0.022, 0.230], [-0.006, 0.006, 0.022], [0.020, -0.121, -0.020], [-0.001, -0.009, -0.085], [0.067, -0.006, 0.069], [0.038, 0.097, 0.055], [-0.118, -0.084, -0.022], [-0.023, -0.029, -0.132], [-0.049, -0.062, 0.042], [0.092, 0.003, 0.033], [0.049, 0.081, -0.076], [-0.028, 0.045, 0.039], [-0.078, -0.111, -0.034], [-0.067, -0.038, 0.022], [0.105, 0.006, 0.039], [0.083, 0.044, -0.056], [0.029, 0.073, 0.060], [-0.059, -0.121, -0.021]],
  "lowdin_charge": [-0.06, -0.11, -0.17, -0.06, -0.46, 0.14, 0.02, -0.54, 0.95, -0.31, 0.61, -0.35, -0.32, -0.21, 0.82, -0.24, -0.23, 0.06, 0.10, 0.04, 0.12, 0.11, 0.02, -0.09, -0.04, -1.51, 0.48, 0.53, 0.52, 0.02, -1.52, 0.49, 0.54, 0.52, 0.02, -1.54, 0.53, 0.53, 0.51, -0.02, -1.53, 0.54, 0.52, 0.51, 0.01, -1.50, 0.54, 0.52, 0.53, 0.02, -1.55, 0.52, 0.49, 0.52, 0.00, -1.53, 0.52, 0.51, 0.51, 0.02, -1.53, 0.53, 0.54, 0.54, -0.04, -1.57, 0.52, 0.52, 0.50, -0.07, -1.55, 0.52, 0.51, 0.50, 0.01, -1.56, 0.53, 0.50, 0.51, 0.00]
}



(2)
{
  "formula": "C20H19Cl5LaNOP2S2Te",
  "method": "wB97M-V/def2-TZVPD",
  "relative_energy_kj_mol": 82.2,
  "e_tot_ev": -135598.67223,
  "orbital_gap_ev": 7.31,
  "elements": ["La", "C", "P", "C", "C", "C", "C", "C", "C", "C", "P", "C", "C", "H", "H", "H", "H", "H", "H", "H", "H", "H", "H", "H", "H", "H", "H", "H", "H", "Cl", "C", "C", "C", "Cl", "C", "Cl", "C", "Cl", "C", "Cl", "O", "S", "N", "Te", "C", "C", "C", "C", "S", "H", "H", "H"],
  "xyz": [[-8.574171, -3.302522, 16.863040], [-7.764687, -0.805069, 20.058164], [-8.156576, -0.644900, 18.361426], [-9.366589, 0.675473, 18.462352], [-6.751739, 0.291676, 17.633433], [-6.320003, 1.424480, 18.358737], [-5.322851, 2.232010, 17.792895], [-4.784875, 1.925245, 16.549185], [-5.205134, 0.778890, 15.859192], [-6.146938, -0.043428, 16.352597], [-6.325331, -1.634732, 15.507517], [-4.685511, -2.416465, 15.789980], [-6.469701, -1.416309, 13.651676], [-6.762398, -1.394111, 20.141558], [-8.471036, -1.472441, 20.606855], [-7.666561, 0.174591, 20.593017], [-10.164241, -0.065735, 18.774173], [-9.667145, 1.164780, 17.498248], [-9.133318, 1.444519, 19.257102], [-6.785568, 1.717812, 19.321766], [-5.096300, 3.246603, 18.211315], [-4.065682, 2.548523, 15.962415], [-4.977068, 0.598682, 14.767810], [-4.281103, -2.245828, 16.812458], [-3.880446, -1.966589, 15.211038], [-4.808505, -3.478181, 15.551531], [-6.348294, -2.484026, 13.288475], [-5.686859, -0.856694, 13.103516], [-7.474462, -1.113143, 13.573683], [-11.312448, 0.094421, 15.480816], [-11.080735, -1.271850, 14.344087], [-9.962064, -2.095694, 14.669698], [-9.996446, -3.159786, 13.790079], [-8.682125, -4.459196, 13.910688], [-10.883907, -3.426831, 12.784250], [-10.738372, -4.783721, 11.774496], [-12.006858, -2.569961, 12.597261], [-13.189938, -2.858787, 11.420736], [-12.068518, -1.456089, 13.414753], [-13.332590, -0.390685, 13.096137], [-6.531601, -3.255519, 18.505719], [-5.866078, -4.447630, 17.928501], [-6.647846, -5.138893, 16.858619], [-11.357198, -3.542289, 18.448481], [-9.902781, -4.762754, 19.384783], [-9.308171, -5.845107, 18.783746], [-8.259121, -6.432414, 19.541064], [-8.056130, -5.687734, 20.680847], [-9.156068, -4.393026, 20.862566], [-9.694779, -6.073988, 17.798357], [-7.654614, -7.217390, 19.168170], [-7.345676, -5.905826, 21.475205]],
  "forces_ev_per_angstrom": [[-0.675, -0.290, -0.245], [2.151, -1.330, 2.634], [0.516, 0.562, -2.154], [-1.466, -0.068, 0.193], [0.942, -0.268, -0.130], [0.150, -0.318, -0.913], [-0.008, 1.386, -0.130], [0.488, -0.057, -1.314], [0.781, 1.567, -1.851], [-1.434, -0.340, 2.489], [-0.394, -0.657, -0.051], [0.590, 0.505, 0.287], [2.094, -1.819, 0.884], [-1.599, 1.150, -0.155], [0.197, 0.683, -0.515], [-0.103, -0.883, -0.412], [-0.183, 1.591, 0.017], [0.389, -0.669, 0.928], [-0.344, -0.947, -0.840], [0.350, -0.297, -0.835], [-0.002, -1.266, -0.054], [-0.675, -0.186, 1.138], [0.580, 0.409, 1.414], [-0.861, -0.422, -0.322], [-0.151, -0.030, -0.608], [0.366, 0.212, 0.116], [-0.463, 1.101, 0.331], [-0.659, 0.173, 0.542], [-1.154, 0.595, -0.837], [0.029, -0.239, -0.491], [1.413, 0.722, 2.735], [-1.351, -0.274, -0.836], [1.497, -0.575, 0.354], [-0.242, 0.825, 0.693], [-2.129, 0.544, -0.880], [-0.005, -0.578, -0.504], [1.940, -1.019, 0.483], [-0.146, -0.351, -0.418], [0.110, -0.504, -0.776], [-0.709, 1.118, 0.411], [-0.621, 1.275, 0.506], [-0.237, -2.096, -1.323], [0.643, 0.798, 0.837], [0.206, 0.174, -0.006], [-0.342, 0.544, -0.719], [-0.368, 0.545, -0.371], [-0.433, 1.688, 0.393], [0.523, -1.109, 0.298], [0.216, -0.175, 0.202], [0.238, -0.791, -0.004], [0.463, -0.714, 0.062], [-0.118, 0.102, -0.249]],
  "lowdin_charge": [1.29, -0.31, 0.74, -0.29, -0.33, -0.09, -0.08, -0.07, -0.14, -0.40, 0.83, -0.30, -0.24, 0.08, 0.03, 0.06, 0.03, 0.03, 0.06, 0.10, 0.12, 0.12, 0.12, 0.05, 0.04, 0.01, 0.05, 0.05, 0.00, 0.60, -0.66, -0.28, -0.67, 0.52, -0.74, 0.69, -0.73, 0.71, -0.77, 0.72, -0.75, 0.65, -0.51, 0.60, -1.16, -0.34, -0.19, -0.43, 0.92, 0.08, 0.09, 0.07]
}



(3)
{
  "formula": "C20H19F13I2N3O2",
  "method": "wB97M-V/def2-TZVPD",
  "e_tot_ev": -81134.47834,
  "orbital_gap_ev": 8.17,
  "charge": 1,
  "elements": ["C", "C", "I", "C", "I", "N", "C", "C", "N", "N", "C", "C", "C", "F", "F", "C", "F", "F", "C", "F", "F", "C", "F", "F", "C", "F", "F", "C", "F", "F", "F", "O", "C", "O", "C", "C", "C", "C", "C", "C", "H", "H", "H", "H", "H", "H", "H", "H", "H", "H", "H", "H", "H", "H", "H", "H", "H", "H", "H"],
  "xyz": [[4.175572, -3.800431, 1.172963], [2.761509, -3.675410, 0.581829], [1.835038, -5.600696, 0.527791], [2.810387, -2.953825, -0.797274], [2.654137, -4.266669, -2.469598], [1.799208, -1.864173, -0.823281], [0.569137, -2.005814, -1.614570], [2.039927, -0.789968, -0.125272], [3.196006, -0.658170, 0.574315], [1.018017, 0.183721, -0.057825], [0.767265, 0.850207, 1.211273], [0.255359, -0.111698, 2.284734], [-1.119487, -0.705571, 2.048524], [-1.138409, -1.357454, 0.850555], [-1.348187, -1.642334, 2.997101], [-2.309994, 0.336563, 2.097441], [-3.167019, 0.013921, 3.078931], [-1.795788, 1.561751, 2.385023], [-3.126285, 0.501929, 0.780460], [-2.251111, 0.697225, -0.237468], [-3.852305, 1.624522, 0.908209], [-4.113036, -0.686036, 0.484744], [-5.312214, -0.362125, 1.001963], [-3.665947, -1.808840, 1.083812], [-4.293916, -0.955150, -1.031519], [-4.609631, 0.221416, -1.611612], [-3.120581, -1.393725, -1.542804], [-5.423627, -2.011821, -1.367689], [-4.936415, -2.926372, -2.214812], [-6.458949, -1.394249, -1.935569], [-5.841865, -2.637009, -0.263048], [1.087956, 1.051749, -1.169143], [1.997592, 2.128124, -0.988970], [3.144593, 1.899758, -0.779447], [1.350246, 3.446918, -1.095333], [0.350072, 3.672652, -2.047558], [-0.231042, 4.929790, -2.140048], [0.165435, 5.945312, -1.271080], [1.143939, 5.709342, -0.309001], [1.748157, 4.463321, -0.222030], [4.392501, -2.944251, 1.812972], [4.297956, -4.714762, 1.747167], [4.926089, -3.826156, 0.379844], [2.125552, -3.089545, 1.238556], [3.799633, -2.535998, -0.955930], [-0.100342, -1.185145, -1.386447], [0.818418, -1.978829, -2.673218], [0.086338, -2.947537, -1.357656], [4.042311, -0.843273, 0.046655], [3.283300, 0.260233, 0.990630], [0.034501, 1.625891, 0.997376], [1.643785, 1.375107, 1.618348], [0.239463, 0.436593, 3.227056], [0.943386, -0.949465, 2.424467], [0.040595, 2.870360, -2.704883], [-0.993951, 5.107582, -2.885592], [-0.291799, 6.923144, -1.350331], [1.437764, 6.505131, 0.362547], [2.520754, 4.280240, 0.513721]],
  "forces_ev_per_angstrom": [[-0.019, -0.023, -0.138], [0.525, -0.122, -0.142], [-0.345, -0.071, 0.566], [-0.430, -0.336, 0.068], [0.369, 0.358, -0.569], [0.144, 0.067, -0.301], [-0.311, 0.077, -0.040], [0.191, 0.049, -0.086], [-0.288, 0.532, -0.136], [0.321, -0.271, 0.137], [0.030, 0.247, 0.164], [0.122, 0.207, -0.093], [-0.078, -0.083, 0.130], [0.038, -0.038, 0.083], [0.036, 0.173, -0.089], [-0.075, -0.169, 0.019], [0.154, 0.090, -0.143], [-0.075, -0.173, -0.011], [-0.024, 0.235, 0.042], [-0.088, 0.010, 0.153], [0.096, -0.162, -0.059], [-0.134, 0.005, 0.007], [0.251, -0.078, -0.062], [-0.054, 0.148, -0.078], [0.062, 0.117, -0.139], [0.133, -0.272, 0.064], [-0.291, 0.051, 0.160], [-0.057, -0.104, -0.133], [-0.246, 0.330, 0.260], [0.300, -0.266, 0.199], [0.104, 0.102, -0.331], [-0.515, 0.149, 0.032], [-0.204, 0.114, -0.228], [0.467, -0.102, 0.535], [-0.236, 0.135, -0.151], [0.014, 0.084, 0.287], [0.169, -0.092, 0.126], [0.036, -0.223, -0.072], [-0.106, -0.034, -0.131], [-0.002, 0.022, -0.253], [0.005, -0.008, 0.002], [-0.032, 0.109, 0.115], [-0.025, -0.090, -0.017], [-0.036, -0.057, 0.045], [-0.040, 0.165, 0.088], [0.048, -0.040, 0.059], [0.018, -0.083, 0.055], [0.108, -0.022, -0.052], [0.013, -0.452, 0.207], [-0.008, 0.038, -0.012], [-0.042, -0.060, -0.066], [0.053, -0.041, -0.083], [-0.043, -0.074, 0.016], [-0.056, -0.061, -0.028], [-0.014, 0.039, 0.000], [0.013, 0.058, 0.014], [0.012, -0.020, 0.039], [0.016, -0.047, 0.011], [0.024, -0.036, -0.042]],
  "lowdin_charge": [-0.16, -0.82, 0.85, -0.73, 0.95, -0.05, -0.05, -0.29, 0.24, -0.06, -0.11, -0.02, -0.41, 0.10, 0.13, -0.33, 0.17, 0.13, -0.33, 0.14, 0.17, -0.34, 0.18, 0.16, -0.32, 0.16, 0.14, -0.52, 0.18, 0.19, 0.18, 0.03, -0.39, 0.17, -0.15, -0.01, -0.05, -0.05, -0.05, -0.01, 0.08, 0.05, 0.08, 0.05, 0.06, 0.08, 0.07, 0.09, 0.14, 0.11, 0.14, 0.13, 0.15, 0.13, 0.12, 0.11, 0.11, 0.11, 0.12]
}